Formula: C15H19Cl2NO5S
Source: the OMol25 dataset
Level of theory: ωB97M-V/def2-TZVPD

The geometry in ORCA input format:
```
! wB97M-V def2-TZVPD RIJCOSX def2/J DEFGRID3
* xyz 0 1
C -0.431 4.846 -3.747
C 0.684 5.556 -2.994
H 0.490 6.628 -2.920
H 1.646 5.382 -3.487
O 0.769 5.102 -1.641
C 1.450 3.976 -1.415
O 2.025 3.357 -2.273
C 1.421 3.619 0.063
C -0.027 3.486 0.556
C -0.685 2.265 -0.083
N 0.066 1.057 0.186
S -0.153 0.389 1.702
O -1.497 0.644 2.120
O 0.904 0.728 2.613
C 0.039 -1.355 1.315
C 1.033 -2.092 1.936
C 1.169 -3.430 1.654
C 0.320 -4.087 0.747
C -0.681 -3.333 0.118
C -0.809 -1.971 0.415
Cl -2.024 -1.038 -0.339
Cl -1.801 -3.969 -1.037
O 0.612 -5.391 0.611
C -0.127 -6.288 -0.197
H -0.068 -6.024 -1.253
H -1.171 -6.345 0.113
H 0.351 -7.255 -0.038
H 1.933 -4.027 2.125
H 1.679 -1.588 2.637
C 1.449 1.118 -0.236
C 2.190 2.325 0.342
H 3.184 2.378 -0.104
H 2.285 2.192 1.420
H 1.925 0.190 0.090
H 1.464 1.158 -1.329
H -1.685 2.112 0.323
H -0.751 2.381 -1.170
H -0.591 4.387 0.317
H -0.022 3.347 1.639
H 1.898 4.453 0.591
H -0.207 3.785 -3.829
H -1.377 4.970 -3.225
H -0.519 5.263 -4.746
*
```

Summary:
Orbital gap ... 9.611 eV
SMILES ... CCOC(=O)C1CCN(S(=O)(=O)c2ccc(OC)c(Cl)c2Cl)CC1
LUMO ... 0.60 eV

These are the Löwdin partial charges, in e, on atoms 1 to 2: number 1, C, carries -0.06; number 2, C, carries -0.21

Formula: C48H111N5O10
Source: the OMol25 dataset
Level of theory: ωB97M-V/def2-TZVPD

The geometry in ORCA input format:
```
! wB97M-V def2-TZVPD RIJCOSX def2/J DEFGRID3
* xyz 0 1
C -3.495 1.848 -3.631
O -2.357 1.202 -4.227
H -4.290 1.965 -4.369
H -3.860 1.171 -2.861
H -3.205 2.803 -3.195
H -2.254 1.541 -5.119
C -4.038 -0.777 2.334
O -3.801 0.557 2.751
H -4.654 -1.310 3.066
H -4.499 -0.789 1.352
H -3.101 -1.347 2.318
H -3.572 0.550 3.684
C -3.299 -3.657 4.270
O -2.627 -3.866 3.053
H -4.360 -3.375 4.175
H -3.364 -4.530 4.934
H -2.826 -2.845 4.818
H -3.120 -4.545 2.584
O 4.099 2.101 -0.322
H 4.635 1.762 0.411
H 4.637 1.934 -1.102
O 2.766 -0.541 -3.758
H 2.193 -0.641 -2.990
H 2.788 -1.414 -4.159
C -6.936 -7.603 -3.958
C -5.807 -6.682 -3.496
C -5.278 -5.985 -4.747
C -4.535 -4.674 -4.450
C -5.474 -3.716 -3.714
C -5.980 -4.307 -2.406
N -6.440 -5.668 -2.650
O -7.104 -6.245 -1.555
C -4.906 -4.236 -1.293
C -7.163 -3.468 -1.894
C -4.697 -7.471 -2.819
H -7.396 -8.091 -3.103
H -6.554 -8.354 -4.658
H -7.665 -7.031 -4.528
H -4.496 -6.585 -5.233
H -6.023 -5.824 -5.526
H -4.167 -4.231 -5.376
H -3.682 -4.814 -3.782
H -6.280 -3.377 -4.366
H -4.850 -2.856 -3.442
H -3.953 -4.714 -1.535
H -4.771 -3.203 -0.975
H -5.226 -4.797 -0.404
H -8.047 -3.749 -2.471
H -7.370 -3.633 -0.838
H -6.994 -2.402 -2.055
H -5.010 -7.805 -1.827
H -3.797 -6.866 -2.682
H -4.407 -8.323 -3.433
H -6.519 -6.191 -0.785
C 0.529 -2.737 -2.054
C -0.827 -2.070 -1.729
C -1.282 -2.580 -0.371
C -0.498 -1.911 0.770
C -0.622 -0.405 0.671
C -0.236 0.215 -0.674
N -0.774 -0.615 -1.763
O -0.273 -0.183 -3.021
C -0.970 1.559 -0.788
C 1.263 0.465 -0.761
C -1.850 -2.508 -2.780
H 1.337 -2.230 -1.520
H 0.790 -2.620 -3.109
H 0.516 -3.805 -1.844
H -2.334 -2.356 -0.154
H -1.135 -3.659 -0.339
H 0.529 -2.280 0.678
H -0.915 -2.267 1.714
H 0.147 -0.060 1.372
H -1.588 -0.028 1.004
H -2.030 1.470 -0.561
H -0.474 2.280 -0.128
H -0.878 1.979 -1.792
H 1.538 0.937 -1.709
H 1.508 1.289 -0.083
H 1.890 -0.399 -0.549
H -1.513 -2.494 -3.821
H -2.642 -1.757 -2.914
H -2.307 -3.445 -2.468
H -1.075 0.165 -3.440
C -0.236 -1.142 5.616
C 0.679 0.091 5.516
C 0.848 0.453 4.033
C 0.617 1.892 3.637
C -0.663 2.435 4.249
C -0.593 2.435 5.763
N -0.002 1.182 6.229
O 0.044 1.106 7.634
C 0.282 3.589 6.248
C -2.001 2.581 6.365
C 2.015 -0.192 6.170
H -0.544 -1.295 6.653
H 0.284 -2.046 5.276
H -1.118 -1.057 4.979
H 1.875 0.153 3.805
H 0.259 -0.251 3.442
H 0.579 1.992 2.548
H 1.471 2.502 3.948
H -1.550 1.919 3.876
H -0.709 3.482 3.935
H 0.255 3.676 7.335
H 1.326 3.448 5.963
H -0.039 4.563 5.862
H -2.726 2.875 5.601
H -2.382 1.647 6.788
H -2.055 3.295 7.187
H 2.754 0.564 5.883
H 2.432 -1.155 5.864
H 1.928 -0.171 7.253
H -0.730 0.582 7.874
C 1.734 4.208 -1.795
C 0.814 5.104 -2.639
C 1.526 6.440 -2.913
C 2.628 6.397 -3.978
C 2.136 5.693 -5.233
C 1.402 4.359 -5.023
N 0.439 4.536 -3.932
O -0.366 3.382 -3.776
C 0.607 4.099 -6.281
C 2.423 3.230 -4.760
C -0.444 5.444 -1.854
H 1.436 3.160 -1.902
H 2.771 4.259 -2.125
H 1.690 4.377 -0.718
H 0.773 7.199 -3.147
H 1.987 6.742 -1.966
H 2.931 7.413 -4.216
H 3.432 5.817 -3.514
H 2.986 5.423 -5.872
H 1.535 6.400 -5.808
H 1.219 3.938 -7.174
H -0.081 4.908 -6.534
H -0.013 3.199 -6.216
H 2.584 2.617 -5.648
H 2.073 2.521 -4.012
H 3.385 3.643 -4.456
H -0.980 4.573 -1.472
H -0.180 6.091 -1.015
H -1.170 5.970 -2.479
H 0.211 2.661 -3.474
C 7.672 2.765 1.353
C 7.037 1.706 2.241
C 5.961 2.393 3.108
C 4.903 1.444 3.663
C 4.340 0.507 2.604
C 5.448 -0.266 1.890
N 6.396 0.716 1.359
O 7.305 0.155 0.441
C 6.042 -1.380 2.750
C 4.801 -0.986 0.690
C 8.125 1.122 3.143
H 6.950 3.336 0.762
H 8.403 2.402 0.627
H 8.244 3.456 1.979
H 6.488 2.858 3.944
H 5.535 3.209 2.516
H 4.116 1.941 4.231
H 5.431 0.825 4.405
H 3.715 1.119 1.951
H 3.723 -0.274 3.051
H 5.256 -2.096 3.007
H 6.787 -1.952 2.195
H 6.496 -1.040 3.677
H 5.559 -1.475 0.085
H 3.998 -1.644 1.027
H 4.277 -0.281 0.040
H 8.851 0.539 2.572
H 7.724 0.490 3.934
H 8.700 1.904 3.646
H 7.241 0.710 -0.342
*
```

Summary:
Orbital gap ... 8.113 eV
SMILES ... CC1(C)CCCC(C)(C)N1O.CC1(C)CCCC(C)(C)N1O.CC1(C)CCCC(C)(C)N1O.CC1(C)CCCC(C)(C)N1O.CC1(C)CCCC(C)(C)N1O.CO.CO.CO.O.O
LUMO ... 0.28 eV

These are the Löwdin partial charges, in e, on atoms 1 to 2: number 1, C, carries -0.11; number 2, O, carries -0.14

Formula: C24H33NO4
Source: the OMol25 dataset
Level of theory: ωB97M-V/def2-TZVPD

The geometry in ORCA input format:
```
! wB97M-V def2-TZVPD RIJCOSX def2/J DEFGRID3
* xyz 0 1
C -3.809 -1.548 2.185
C -4.215 -1.378 0.724
O -4.399 -0.012 0.385
C -3.239 0.720 0.211
C -2.995 1.783 1.071
C -1.868 2.569 0.929
C -0.946 2.310 -0.079
C -1.197 1.260 -0.949
C -2.332 0.468 -0.829
O -2.492 -0.572 -1.721
C -3.644 -0.500 -2.549
C -3.547 0.631 -3.566
H -3.513 1.593 -3.056
H -2.646 0.521 -4.164
H -4.414 0.610 -4.221
H -4.550 -0.380 -1.944
H -3.678 -1.469 -3.054
H -0.508 1.036 -1.750
C 0.296 3.135 -0.202
H 0.668 3.119 -1.226
H 0.088 4.169 0.075
C 1.439 2.632 0.730
N 2.451 3.686 0.758
H 2.385 4.223 1.613
C 3.818 3.289 0.502
H 4.417 4.202 0.430
C 3.855 2.513 -0.811
C 3.066 1.256 -0.606
C 3.460 0.033 -1.119
C 2.750 -1.137 -0.878
C 1.603 -1.076 -0.063
C 1.244 0.147 0.488
C 1.944 1.313 0.209
H 0.384 0.217 1.134
O 0.892 -2.234 0.122
C -0.233 -2.247 0.973
C 0.147 -2.305 2.450
H 0.704 -1.419 2.745
H 0.769 -3.178 2.636
H -0.749 -2.378 3.060
H -0.767 -3.161 0.695
H -0.885 -1.392 0.762
O 3.239 -2.241 -1.520
C 3.100 -3.532 -0.955
C 3.772 -3.650 0.409
H 3.726 -4.680 0.753
H 3.270 -3.015 1.134
H 4.814 -3.344 0.342
H 2.047 -3.819 -0.885
H 3.600 -4.183 -1.678
H 4.339 -0.040 -1.741
H 3.403 3.128 -1.593
H 4.881 2.283 -1.099
H 4.247 2.657 1.301
H 1.007 2.475 1.730
H -1.701 3.390 1.610
H -3.711 1.977 1.854
H -5.187 -1.846 0.544
H -3.470 -1.844 0.070
H -3.689 -2.603 2.414
H -2.869 -1.034 2.375
H -4.571 -1.127 2.836
*
```

Summary:
Orbital gap ... 8.546 eV
SMILES ... CCOc1ccc(C[C@@H]2NCCc3cc(OCC)c(OCC)cc32)cc1OCC
LUMO ... 0.79 eV

These are the Löwdin partial charges, in e, on atoms 1 to 2: number 1, C, carries -0.06; number 2, C, carries -0.24

Formula: C3H9N3
Source: the OMol25 dataset
Level of theory: ωB97M-V/def2-TZVPD

The geometry in ORCA input format:
```
! wB97M-V def2-TZVPD RIJCOSX def2/J DEFGRID3
* xyz 0 1
C 1.012 -0.245 1.610
C 0.785 0.777 0.484
N 0.683 0.199 -0.856
C -0.539 -0.333 -1.297
N -1.630 0.495 -1.138
N -0.592 -1.600 -1.489
H 0.245 -0.013 2.353
H 1.955 -0.149 2.144
H 0.919 -1.300 1.363
H -0.227 1.130 0.679
H 1.365 1.692 0.458
H 1.457 -0.375 -1.146
H -1.392 1.444 -0.894
H -2.480 0.187 -0.699
H -1.560 -1.909 -1.570
*
```

Summary:
Orbital gap ... 9.462 eV
SMILES ... [H]/N=C(\N)NCC
LUMO ... 0.89 eV

These are the Löwdin partial charges, in e, on atoms 1 to 2: number 1, C, carries -0.08; number 2, C, carries -0.25

Formula: C9H9Cl3F3O9Pd
Source: the OMol25 dataset
Level of theory: ωB97M-V/def2-TZVPD

The geometry in ORCA input format:
```
! wB97M-V def2-TZVPD RIJCOSX def2/J DEFGRID3
* xyz -1 3
Pd 11.876 -13.156 -12.868
Cl 10.720 -12.238 -14.861
Cl 10.177 -14.832 -11.779
Cl 13.780 -13.543 -11.077
C 16.525 -9.322 -14.265
C 17.091 -10.650 -13.613
O 15.907 -11.313 -13.223
C 14.859 -10.777 -13.836
O 13.734 -11.209 -13.820
O 15.277 -9.811 -14.657
F 17.811 -10.371 -12.513
H 17.119 -8.864 -15.055
H 16.562 -8.553 -13.488
H 17.634 -11.325 -14.276
C 13.520 -17.332 -16.391
C 12.780 -18.177 -15.360
O 12.383 -17.305 -14.380
C 12.909 -16.104 -14.578
O 12.661 -15.085 -14.011
O 13.729 -16.132 -15.646
F 13.514 -19.118 -14.687
H 12.941 -17.157 -17.294
H 14.498 -17.793 -16.532
H 11.949 -18.662 -15.877
C 7.585 -10.013 -11.518
C 8.217 -9.532 -10.284
O 9.389 -10.297 -10.161
C 9.637 -10.818 -11.390
O 10.572 -11.475 -11.708
O 8.672 -10.482 -12.281
F 7.321 -9.788 -9.250
H 7.097 -9.204 -12.066
H 6.788 -10.740 -11.357
H 8.444 -8.474 -10.154
*
```

Summary:
Orbital gap (alpha / beta) ... 7.234 / 7.347 eV
LUMO (alpha / beta) ... 2.57 / 2.50 eV

These are the Löwdin partial charges, in e, on atoms 1 to 2: number 1, Pd, carries 0.49; number 2, Cl, carries -0.34

Formula: C26H37O25Pd
Source: the OMol25 dataset
Level of theory: ωB97M-V/def2-TZVPD

The geometry in ORCA input format:
```
! wB97M-V def2-TZVPD RIJCOSX def2/J DEFGRID3
* xyz 1 3
Pd -1.355 -2.247 -3.820
C -1.760 -0.188 0.126
C -0.930 -0.577 -1.067
O -1.505 -0.635 -2.293
H -2.195 0.807 0.029
H -1.107 -0.121 0.996
H -2.609 -0.826 0.367
H -0.466 -1.558 -0.962
H -0.109 0.140 -1.046
C -1.086 -4.875 0.132
C 0.296 -4.435 -0.187
O 1.047 -5.485 0.394
C 0.249 -6.574 0.658
O 0.651 -7.593 1.170
O -1.019 -6.246 0.456
H -1.857 -4.658 -0.607
H -1.333 -4.358 1.060
H 0.589 -3.520 0.327
H 0.423 -4.467 -1.270
C -1.497 -0.452 6.993
C -1.917 0.995 7.154
O -1.960 1.425 5.827
C -1.761 0.477 4.915
O -1.873 0.575 3.697
O -1.372 -0.670 5.575
H -2.305 -1.065 7.392
H -0.582 -0.625 7.560
H -1.376 1.775 7.691
H -2.939 1.017 7.531
C 4.249 -2.766 -2.965
C 3.866 -3.047 -1.531
O 2.409 -3.171 -1.698
C 1.990 -2.664 -2.895
O 0.790 -2.638 -3.324
O 3.063 -2.281 -3.576
H 4.692 -3.651 -3.423
H 5.068 -2.052 -3.058
H 4.189 -2.227 -0.890
H 4.404 -3.947 -1.233
C 3.823 -0.402 1.692
C 2.480 -1.137 1.599
O 2.943 -2.452 1.698
C 4.131 -2.474 2.235
O 4.755 -3.490 2.562
O 4.532 -1.268 2.453
H 3.655 0.549 2.199
H 4.214 -0.211 0.692
H 1.834 -0.938 0.744
H 1.896 -0.963 2.503
C -1.584 2.534 -3.922
C -1.811 3.524 -2.787
O -0.793 4.495 -3.078
C -0.346 4.215 -4.307
O 0.419 4.935 -4.939
O -0.769 3.126 -4.798
H -2.540 2.380 -4.423
H -1.130 1.611 -3.560
H -1.682 2.909 -1.897
H -2.805 3.969 -2.839
C -4.927 0.615 -1.889
C -5.719 1.175 -0.667
O -5.795 2.545 -0.957
C -5.537 2.786 -2.287
O -5.632 3.861 -2.847
O -5.175 1.686 -2.826
H -5.320 -0.312 -2.307
H -3.853 0.527 -1.727
H -5.065 1.146 0.204
H -6.650 0.636 -0.491
C 0.094 2.264 2.109
C 0.338 3.171 3.297
O 1.098 4.312 2.800
C 1.621 3.919 1.582
O 2.286 4.711 0.860
O 1.082 2.712 1.154
H -0.893 2.325 1.650
H 0.260 1.203 2.292
H 0.986 2.727 4.053
H -0.551 3.593 3.766
C 1.602 1.436 -3.037
C 1.881 2.269 -1.826
O 3.102 1.668 -1.363
C 3.734 0.990 -2.292
O 4.769 0.371 -2.155
O 2.893 0.971 -3.323
H 1.172 2.130 -3.760
H 0.937 0.588 -2.871
H 1.019 2.130 -1.174
H 1.957 3.343 -1.996
*
```

Summary:
Orbital gap (alpha / beta) ... 7.909 / 5.587 eV
LUMO (alpha / beta) ... -5.03 / -7.35 eV

These are the Löwdin partial charges, in e, on atoms 1 to 2: number 1, Pd, carries 0.85; number 2, C, carries -0.04

Formula: C4H4Cl2
Source: the OMol25 dataset
Level of theory: ωB97M-V/def2-TZVPD

The geometry in ORCA input format:
```
! wB97M-V def2-TZVPD RIJCOSX def2/J DEFGRID3
* xyz 0 1
C -2.771 -0.486 -0.720
C -2.228 0.589 -0.843
C 0.946 0.067 0.386
C 2.214 -0.167 0.675
Cl 2.786 -1.580 1.523
Cl 3.445 0.960 0.062
H -3.466 -1.274 -0.748
H -1.772 1.506 -0.747
H 0.680 0.981 -0.120
H 0.166 -0.596 0.532
*
```

Summary:
Orbital gap ... 10.604 eV
SMILES ... C=C(Cl)Cl.C#C
LUMO ... 0.78 eV

These are the Löwdin partial charges, in e, on atoms 1 to 2: number 1, C, carries 0.01; number 2, C, carries 0.00

Formula: C6H8O2S
Source: the OMol25 dataset
Level of theory: ωB97M-V/def2-TZVPD

The geometry in ORCA input format:
```
! wB97M-V def2-TZVPD RIJCOSX def2/J DEFGRID3
* xyz 0 1
C -0.122 0.586 1.664
C -1.558 0.474 1.670
C -0.933 2.336 -0.298
C 0.631 0.286 0.505
C 0.827 -1.661 -1.176
C 0.069 -0.443 -0.710
O -0.920 2.315 -1.456
O 1.981 0.444 0.432
S -2.571 0.870 0.466
H 0.375 0.726 2.556
H -1.965 0.388 2.595
H 1.715 -1.581 -1.786
H 0.195 -2.240 -1.864
H 0.980 -2.282 -0.382
H -0.954 -0.703 -0.446
H 0.010 0.433 -1.361
H 2.240 0.050 -0.409
*
```

Summary:
Orbital gap ... 7.666 eV
LUMO ... -0.48 eV

These are the Löwdin partial charges, in e, on atoms 1 to 2: number 1, C, carries -0.10; number 2, C, carries -0.59